Below is 2 unconnected molecules or ions with the total composition C9H14NO2P, with properties calculated with ωB97M-V with the def2-TZVPD basis set.

Each line ends with the Löwdin charge.
Geometry (Å):
1 C 3.803 0.080 0.262  -0.103
2 C 3.043 0.958 1.009  -0.066
3 C 3.211 -0.872 -0.556  -0.092
4 C 1.658 0.986 0.779  -0.129
5 C 1.844 -0.850 -0.752  -0.106
6 C 1.172 0.198 -0.181  -0.110
7 C -2.426 2.548 -0.358  -0.254
8 C -2.318 -1.432 -2.152  -0.032
9 C -0.801 -1.257 2.201  -0.096
10 N -2.375 1.140 -0.556  -0.239
11 O -1.895 -1.265 -0.745  -0.309
12 O -1.554 -0.304 1.426  -0.274
13 P -1.361 0.065 -0.133  0.682
14 H 4.751 -0.380 0.609  0.116
15 H 3.516 1.640 1.648  0.086
16 H 3.922 -1.520 -1.015  0.096
17 H 1.086 1.831 1.060  0.095
18 H 1.380 -1.338 -1.525  0.069
19 H -1.683 3.102 -1.075  0.088
20 H -2.457 2.956 0.690  0.068
21 H -3.448 2.775 -0.807  0.070
22 H -1.452 -1.865 -2.550  0.061
23 H -2.667 -0.537 -2.516  0.037
24 H -3.203 -2.136 -1.943  0.126
25 H 0.195 -1.409 1.823  0.063
26 H -1.229 -2.248 2.187  0.084
27 H -0.713 -0.865 3.169  0.069

Results
2S+1: 1
Highest occupied orbital energy: -8.2 eV
E_LUMO: 0.43 eV

***

Below is C6H11P in the gas phase, with properties calculated with ωB97M-V with the def2-TZVPD basis set.

Each line ends with the Löwdin charge.
Geometry (Å):
1 C -3.703 -0.122 -0.636  -0.165
2 C -2.842 -0.156 0.317  -0.344
3 P -0.786 0.630 0.378  0.928
4 C 0.931 0.613 -0.773  -0.437
5 C 1.955 1.261 0.150  -0.181
6 C 2.060 -0.210 -0.182  -0.420
7 C 1.814 -1.334 0.827  -0.105
8 H -3.512 0.168 -1.717  0.067
9 H -4.713 -0.638 -0.478  0.072
10 H -3.193 -0.556 1.278  0.033
11 H -0.917 1.967 -0.357  -0.047
12 H 0.903 0.588 -1.874  0.089
13 H 1.545 1.375 1.203  0.090
14 H 2.831 1.905 -0.185  0.119
15 H 2.698 -0.519 -1.024  0.123
16 H 1.563 -2.298 0.309  0.075
17 H 0.745 -1.094 1.205  0.028
18 H 2.618 -1.579 1.557  0.076

Results
SMILES string: C=CP[C@H]1C[C@H]1C
2S+1: 1
Highest occupied orbital energy: -8.5 eV
E_LUMO: 0.30 eV

***

no.,strongest force on any atom (Eh/bohr)
1,0.101
2,0.084